# 1
Computed, not measured: the molecule C2H6N2S2 at a distorted geometry, with ωB97M-V/def2-TZVPD.

XYZ file:
```
12
Properties=species:S:1:pos:R:3:mulliken_charge:R:1
C 2.383 -0.046 0.881 -0.795
C -1.131 0.249 0.073 0.332
H 2.800 0.835 1.376 0.337
H 1.849 -0.943 1.618 0.259
H 3.532 -0.508 0.855 0.267
H 0.185 1.759 0.179 0.351
H -1.754 2.053 -0.683 0.324
H -2.995 1.354 0.176 0.308
N 0.027 0.742 -0.264 -0.344
N -1.879 1.508 0.353 -0.705
S 1.607 -0.031 -0.659 0.020
S -1.492 -1.314 0.042 -0.352
```

**Maximum force**: 7.00 eV/Å
**Energy**: -985.5805 a.u.
**Energy relative to the best compared isomer or geometry (same formula, charge and spin)**: 2.803 eV
**SMILES**: CSNC(N)=S

# 2
Computed, not measured: the molecule H2 at a distorted geometry, with ωB97M-V/def2-TZVPD.

XYZ file:
```
2
Properties=species:S:1:pos:R:3:mulliken_charge:R:1
H 0.302 0.166 0.044 0.000
H -0.302 -0.166 -0.044 0.000
```

**Maximum force**: 1.96 eV/Å
**Energy**: -1.1593 a.u.
**Energy relative to the best compared isomer or geometry (same formula, charge and spin)**: 0.043 eV
**SMILES**: [H][H]

# 3
Computed, not measured: the molecule C4H7NS at a distorted geometry, with ωB97M-V/def2-TZVPD.

XYZ file:
```
13
Properties=species:S:1:pos:R:3:mulliken_charge:R:1
C -2.740 -0.462 -0.065 -1.564
C -1.428 -0.062 0.462 0.431
C -0.859 1.173 0.088 -0.389
C 0.857 -0.569 -0.123 -0.213
H -2.901 0.089 -1.007 0.339
H -2.862 -1.507 -0.213 0.320
H -3.517 -0.132 0.503 0.412
H -1.214 -0.677 1.373 0.421
H -0.143 1.600 0.769 0.293
H -1.495 1.835 -0.592 0.195
H 0.688 -1.638 0.220 0.297
N -0.312 0.015 -0.563 -0.280
S 2.416 -0.009 0.045 -0.264
```

**Maximum force**: 3.58 eV/Å
**Energy**: -609.4720 a.u.
**Energy relative to the best compared isomer or geometry (same formula, charge and spin)**: 2.352 eV
**SMILES**: C[C@@H]1CN1C=S

> Which value of energy does entry 1 give?

-985.5805 a.u.

> Which of these has the highest energy?

H2